20
Properties=species:S:1:pos:R:3:mulliken_charge:R:1 method="wB97M-V/def2-TZVPD" smiles="C=C/C=C/CO.O.O" energy_ev=-11520.13692 homo_ev=-8.93 gap_ha=0.344 fmax_ev_per_a=1.1 mol_weight_g_mol=120.1 lumo_ha=0.0163
C 1.51 1.08 -2.52 -0.83
C 0.50 0.70 -1.73 -0.20
C 0.59 0.45 -0.28 0.52
C 1.43 0.96 0.60 -0.12
C 1.28 1.01 2.10 -0.40
O -0.03 0.71 2.57 -0.47
H 2.44 1.40 -2.09 0.19
H 1.53 1.05 -3.60 0.27
H -0.48 0.55 -2.15 0.37
H -0.25 -0.15 0.04 -0.42
H 2.37 1.35 0.22 0.23
H 1.39 2.07 2.32 0.28
H 2.06 0.41 2.57 0.26
H -0.36 -0.07 2.11 0.33
O -2.32 -1.88 -2.09 -0.65
H -2.78 -1.10 -2.42 0.32
H -1.39 -1.77 -2.29 0.33
O -1.83 -1.93 1.26 -0.66
H -1.75 -1.52 0.40 0.31
H -1.40 -2.78 1.09 0.34